(1)
A 12-piece molecular cluster, C18H62N22O12 overall, computed with the ωB97M-V functional and the def2-TZVPD basis.

Values from the calculation:
- energy above the lowest of the compared OMol25 structures with the same formula, charge and spin (kcal per mole) = 6.6
- SMILES = COC[C@H](C)N.COC[C@H](C)N.NC(N)=O.NC(N)=O.NC(N)=O.NC(N)=O.NC(N)=O.NC(N)=O.NC(N)=O.NC(N)=O.NC(N)=O.NC(N)=O
- E_HOMO (eV) = -9.254
- energy (hartree) = -2830.96594
- 2S+1 = 1

Each line ends with the Mulliken charge.
Cartesian coordinates (Å):
C  5.522  -2.060  -3.149  -0.8948
O  5.022  -1.537  -1.927  -0.2623
C  5.994  -1.711  -0.886  -0.8534
C  5.490  -0.975  0.354  0.1573
C  4.081  -1.319  0.782  -0.3835
N  5.688  0.492  0.187  -0.7588
H  4.720  -2.022  -3.883  0.1893
H  5.700  -3.150  -3.020  0.3645
H  6.527  -1.708  -3.395  0.3108
H  6.020  -2.801  -0.721  0.3871
H  7.001  -1.405  -1.185  0.4509
H  6.168  -1.245  1.171  0.4002
H  3.988  -2.374  1.051  0.3278
H  3.370  -1.154  -0.023  -0.3189
H  3.881  -0.772  1.701  0.1060
H  5.151  0.751  -0.645  0.3079
H  6.638  0.566  -0.178  0.3069
C  -4.390  3.684  1.180  -0.8351
O  -3.622  2.902  2.070  -0.1600
C  -2.336  3.411  2.395  -0.0246
C  -2.363  4.236  3.685  0.2543
C  -0.997  4.673  4.201  -1.2630
N  -3.153  3.584  4.735  -0.7937
H  -3.924  3.667  0.186  0.2788
H  -4.273  4.734  1.478  0.3663
H  -5.415  3.335  1.193  0.2313
H  -1.682  2.533  2.349  -0.5020
H  -1.973  4.042  1.569  0.7349
H  -2.848  5.163  3.343  0.2914
H  -1.092  5.296  5.086  0.3517
H  -0.445  5.193  3.420  0.2994
H  -0.489  3.747  4.497  0.1826
H  -2.631  2.775  5.063  0.2546
H  -3.999  3.256  4.281  0.3931
N  -3.448  0.020  3.615  -0.1771
C  -2.131  0.288  3.941  -0.2855
N  -2.002  0.262  5.335  -0.4153
O  -1.156  0.095  3.213  -0.3196
H  -4.204  0.249  4.235  0.2825
H  -3.730  0.011  2.639  -0.0045
H  -2.814  0.079  5.883  0.1582
H  -1.049  0.142  5.633  0.2682
N  -3.287  0.921  -0.465  0.0378
C  -4.097  -0.105  -0.116  0.6744
N  -5.300  -0.151  -0.813  -0.4951
O  -3.785  -0.945  0.723  -0.8488
H  -3.559  1.632  -1.118  0.2188
H  -2.428  0.958  0.061  -0.2513
H  -5.995  -0.706  -0.342  0.2831
H  -5.545  0.712  -1.265  0.1938
N  1.721  -2.289  -4.505  -0.0341
C  1.585  -1.407  -5.563  0.6282
N  2.097  -1.903  -6.743  -0.4858
O  1.146  -0.253  -5.518  -0.7745
H  1.277  -2.253  -3.577  -0.1578
H  2.009  -3.198  -4.820  0.2148
H  1.712  -1.384  -7.518  0.2290
H  2.474  -2.813  -6.907  0.1668
N  0.723  4.744  0.491  -0.3849
C  1.411  4.906  1.693  0.3587
N  1.752  3.713  2.274  -0.1540
O  1.678  6.019  2.124  -0.6704
H  0.284  5.546  0.082  0.2481
H  0.276  3.851  0.343  0.2044
H  1.410  2.840  1.891  0.3880
H  2.264  3.683  3.134  0.1698
N  2.836  -3.621  -1.488  -0.2373
C  1.498  -3.409  -1.302  0.4350
N  0.831  -4.403  -0.644  -0.4394
O  0.940  -2.393  -1.784  -0.3816
H  3.372  -2.851  -1.862  0.1155
H  3.280  -4.383  -1.013  0.2317
H  1.338  -4.927  0.052  0.3325
H  -0.123  -4.241  -0.332  -0.1010
N  1.087  0.316  -0.832  0.0402
C  0.256  0.627  0.214  -0.2937
N  -0.626  -0.376  0.514  1.7213
O  0.367  1.643  0.908  -0.5320
H  0.986  -0.566  -1.316  -0.1722
H  1.984  0.769  -0.866  0.2315
H  -1.059  -0.321  1.429  -0.3214
H  -0.761  -1.206  -0.037  -0.1700
N  -1.693  -1.671  -3.155  -0.0611
C  -2.598  -2.704  -3.265  0.5931
N  -3.840  -2.329  -3.707  -0.3708
O  -2.282  -3.857  -3.014  -0.6756
H  -0.787  -2.052  -2.910  -0.0517
H  -1.872  -0.775  -3.567  0.1498
H  -4.062  -1.369  -3.886  0.1601
H  -4.567  -3.017  -3.747  0.2416
N  -1.945  -3.068  3.192  -0.2607
C  -1.709  -3.797  2.053  0.5113
N  -2.041  -3.202  0.873  0.0557
O  -1.213  -4.930  2.101  -0.7264
H  -2.387  -2.165  3.147  0.2041
H  -1.528  -3.278  4.078  0.2465
H  -1.932  -3.703  0.004  0.2497
H  -2.532  -2.316  0.913  -0.0604
N  2.013  0.213  3.530  -0.1250
C  2.053  -1.153  3.707  0.2474
N  0.983  -1.848  3.178  0.1161
O  3.043  -1.719  4.165  -0.6910
H  1.159  0.645  3.220  0.0180
H  2.876  0.706  3.643  0.2521
H  0.106  -1.359  3.054  0.0070
H  1.067  -2.846  3.208  0.1768
N  -1.128  1.471  -6.580  -0.4232
C  -1.184  2.257  -5.425  0.4767
N  -0.368  1.795  -4.421  -0.2364
O  -1.925  3.236  -5.308  -0.6332
H  -1.982  1.177  -7.013  0.1982
H  -0.328  0.864  -6.673  0.3050
H  -0.447  2.086  -3.464  0.1205
H  0.233  0.980  -4.575  0.3638

***

(2)
C23H30FN2O6PtS2 as an isolated structure, computed with the ωB97M-V functional and the def2-TZVPD basis.

Values from the calculation:
- energy above the lowest of the compared OMol25 structures with the same formula, charge and spin (kcal per mole) = 65.4
- E_HOMO (spin up / spin down) (eV) = -16.149 / -16.149
- net charge = +3
- energy (hartree) = -2469.86000
- 2S+1 = 1

Each line ends with the Mulliken charge.
Cartesian coordinates (Å):
Pt  0.467  -1.684  1.203  3.4760
C  -1.004  -1.111  4.043  -0.7753
O  -1.240  -1.613  2.711  -0.4162
C  -2.099  -2.760  2.705  -0.3925
C  -2.323  -3.154  1.264  -0.7454
O  -1.090  -3.339  0.561  -0.5335
C  -0.485  -4.637  0.606  -0.5281
C  0.363  -4.842  1.838  -0.6329
O  1.278  -3.744  1.931  -0.5638
C  2.272  -3.935  2.951  -0.8189
H  -1.958  -0.847  4.501  0.3666
H  -0.394  -0.216  3.951  0.1943
H  -0.503  -1.858  4.662  0.3062
H  -3.060  -2.492  3.153  0.5751
H  -1.659  -3.563  3.299  0.2897
H  -2.831  -2.345  0.739  0.2896
H  -2.935  -4.056  1.212  0.4501
H  0.146  -4.685  -0.282  0.3404
H  -1.248  -5.415  0.546  0.4408
H  0.927  -5.772  1.723  0.5818
H  -0.228  -4.924  2.753  0.2750
H  2.748  -4.906  2.808  0.3642
H  1.831  -3.898  3.949  0.3543
H  3.028  -3.167  2.835  0.2822
C  0.707  3.101  -4.796  -1.3209
C  -0.386  2.039  -4.927  -0.2252
C  -1.704  2.609  -5.431  -1.0745
C  -2.314  3.563  -4.412  -1.1048
C  -2.328  2.983  -3.031  0.9457
C  -3.184  3.481  -2.073  -0.6669
C  -3.250  2.902  -0.809  -0.1014
F  -4.113  3.367  0.079  -0.3145
C  -2.441  1.845  -0.457  -1.2169
C  -1.527  1.353  -1.390  0.4867
C  -0.603  0.300  -0.985  1.6907
O  -0.628  -0.076  0.240  -1.4820
C  0.230  -0.179  -2.007  0.0024
C  0.201  0.376  -3.269  -0.5631
N  -0.579  1.392  -3.604  0.0726
C  -1.469  1.905  -2.691  -0.2990
C  1.241  -1.310  -1.774  0.1737
O  1.678  -1.853  -2.754  -0.5274
O  1.588  -1.504  -0.540  -0.5367
H  0.822  3.608  -5.753  0.3982
H  1.666  2.651  -4.542  0.3860
H  0.459  3.847  -4.041  0.3883
H  -0.043  1.265  -5.614  0.4844
H  -2.402  1.798  -5.651  0.3560
H  -1.515  3.137  -6.363  0.4307
H  -3.324  3.840  -4.715  0.5370
H  -1.753  4.504  -4.389  0.3797
H  -3.831  4.317  -2.308  0.5848
H  -2.510  1.406  0.527  0.6205
H  0.851  -0.031  -4.033  0.6013
S  2.558  -0.759  2.219  -0.2162
C  2.936  0.818  2.753  0.4815
N  4.191  1.137  2.948  -0.1804
C  4.488  2.422  3.577  -0.5899
C  3.195  3.245  3.538  -0.4568
S  1.836  2.086  3.142  0.0057
H  4.939  0.469  2.793  0.2637
H  5.290  2.916  3.029  0.3330
H  4.831  2.258  4.599  0.3208
H  3.209  4.010  2.764  0.3470
H  2.981  3.726  4.489  0.4061